(1)
Entry from OMol25: a gas-phase ion, C3H6NO2 (charge +1) (ωB97M-V with the def2-TZVPD basis set).

Values from the calculation:
**Frontier orbital gap (alpha / beta)**: 8.031 / 8.030 eV
**HOMO energy (alpha / beta)**: -14.038 / -14.038 eV
**Multiplicity**: 1
**LUMO (alpha / beta)**: -0.22075 / -0.22079 hartree
**Relative energy (zero: lowest compared OMol25 entry of this formula, charge and spin)**: 186.12 kJ/mol
**Net charge**: +1

Last column: natural (NBO) charge in e.
Atoms and positions in Å:
C1 1.2116 -0.7393 -0.0378  0.42
C2 -1.3176 -0.7327 0.0521  0.30
C3 -0.1725 0.0122 -0.0210  -0.06
N1 -0.1275 1.4520 0.1590  -0.79
O1 -2.5147 -0.2187 -0.0076  -0.54
O2 2.2845 -0.0391 -0.0143  -0.54
H1 1.2061 -1.7105 0.2063  0.19
H2 -1.3206 -1.7616 -0.0373  0.21
H3 -2.3349 0.7246 0.1643  0.50
H4 -0.7147 1.7929 -0.5943  0.38
H5 0.7847 1.7653 -0.0106  0.40
H6 3.0155 -0.5451 0.1411  0.52


(2)
Entry from OMol25: C3H4OS in the gas phase (ωB97M-V with the def2-TZVPD basis set).

Values from the calculation:
**Frontier orbital gap**: 7.879 eV
**HOMO energy**: -8.880 eV
**Multiplicity**: 1
**LUMO**: -0.03676 hartree
**Relative energy (zero: lowest compared OMol25 entry of this formula, charge and spin)**: 206.84 kJ/mol
**Net charge**: 0

Last column: natural (NBO) charge in e.
Atoms and positions in Å:
C1 0.2573 0.0626 0.6709  -0.27
C2 -0.9078 0.1062 -0.1156  -0.52
C3 1.5405 -0.2831 0.5220  -0.32
O1 -2.3605 0.3447 -2.2355  -0.89
S1 -1.0106 -0.0343 -1.7596  1.15
H1 0.1600 0.3101 1.6790  0.22
H2 -1.8445 0.4532 0.1918  0.24
H3 1.8937 -0.7472 -0.3513  0.18
H4 2.2720 -0.2122 1.3984  0.21


(3)
Entry from OMol25: 2 unconnected molecules or ions with the total composition C4H7N3S2 (ωB97M-V with the def2-TZVPD basis set).

Values from the calculation:
**Frontier orbital gap**: 8.394 eV
**SMILES**: [H]/N=C\NC=S.N#CCS
**HOMO energy**: -8.422 eV
**Multiplicity**: 1
**LUMO**: -0.00105 hartree
**Relative energy (zero: lowest compared OMol25 entry of this formula, charge and spin)**: 173.59 kJ/mol
**Net charge**: 0

Last column: natural (NBO) charge in e.
Atoms and positions in Å:
C1 2.6008 -0.1641 -0.3671  0.27
C2 0.5274 0.2479 0.8947  -0.14
C3 -1.4636 0.6876 -1.1428  -0.66
C4 -1.5932 1.4665 0.0893  0.28
H1 3.6431 1.2394 -1.1190  0.32
H2 2.4265 -1.2211 -0.1844  0.20
H3 1.7230 1.6606 0.0514  0.40
H4 -0.0825 1.0919 1.2154  0.23
H5 -3.0785 -0.9474 -0.5372  0.13
H6 -2.1172 1.1121 -1.9100  0.28
H7 -0.4373 0.7634 -1.5074  0.27
N1 3.6129 0.2237 -1.0244  -0.63
N2 1.6142 0.6631 0.1889  -0.63
N3 -1.7168 2.0816 1.0611  -0.32
S1 0.0995 -1.2812 1.2688  -0.05
S2 -1.7918 -1.0879 -0.9208  0.05


(4)
Entry from OMol25: a molecular structure, C39H43ClFeP2Si2 (ωB97M-V with the def2-TZVPD basis set).

Values from the calculation:
**Frontier orbital gap (alpha / beta)**: 3.041 / 6.242 eV
**HOMO energy (alpha / beta)**: -3.394 / -6.411 eV
**Multiplicity**: 5
**LUMO (alpha / beta)**: -0.01297 / -0.00618 hartree
**Relative energy (zero: lowest compared OMol25 entry of this formula, charge and spin)**: 422.73 kJ/mol
**Expectation value of S²**: 6.22
**Net charge**: 0

Last column: Mulliken charge in e.
Atoms and positions in Å:
C1 -2.7196 -0.9512 2.7865  0.35
C2 -1.3942 -0.3217 2.8741  -2.53
C3 -1.3900 0.8245 2.0568  0.39
H1 -0.6177 -0.6272 3.5619  0.35
C4 -2.6051 0.8632 1.2929  -0.62
C5 -3.4081 -0.2434 1.6977  -1.89
H2 -4.4322 -0.4383 1.4264  0.69
H3 -3.2387 -1.3600 3.6449  1.01
H4 -0.6148 1.5746 2.0454  0.79
H5 -2.8893 1.6271 0.5802  0.72
Fe1 -1.6803 -0.9785 0.8782  0.62
Si1 0.7413 -0.7033 -1.4400  1.67
C6 2.0847 -1.1592 -0.2136  0.89
C7 3.0135 -2.1430 -0.5915  -0.65
H6 2.9838 -2.5232 -1.6176  0.39
C8 3.9413 -2.6693 0.3122  -0.69
H7 4.6240 -3.4508 -0.0280  0.39
C9 3.9661 -2.2196 1.6376  -0.75
H8 4.6996 -2.6391 2.3340  0.38
C10 3.0349 -1.2581 2.0486  -1.16
H9 3.0461 -0.9145 3.0980  0.42
C11 2.0937 -0.7644 1.1365  0.77
H10 1.3550 -0.0567 1.5143  -0.14
C12 0.4545 1.7072 -0.4167  2.40
C13 1.0661 2.3361 0.8006  -1.76
H11 1.5628 1.7477 1.5567  1.66
C14 0.9018 3.7516 0.9880  -1.49
H12 1.4425 4.2588 1.7856  0.43
C15 -0.1967 4.3363 0.3661  -0.81
H13 -0.4422 5.3669 0.6080  0.39
C16 -1.0091 3.6225 -0.5066  -0.71
H14 -1.8819 4.0969 -0.9521  0.32
C17 -0.7627 2.2819 -0.8137  -0.66
H15 -1.5224 1.7116 -1.3472  -0.08
H16 -0.5670 -0.4589 -0.5845  0.19
Si2 1.9726 2.6086 -0.8006  -1.75
C18 2.0272 3.9354 -2.0911  1.00
C19 3.0791 4.8421 -1.9059  -0.59
H17 3.8656 4.6006 -1.1886  0.23
C20 3.1205 6.0277 -2.6448  -0.68
H18 3.9480 6.7293 -2.4861  0.36
C21 2.1318 6.2748 -3.6015  -0.42
H19 2.1878 7.1863 -4.1950  0.35
C22 1.1112 5.3451 -3.8315  -0.65
H20 0.3498 5.5475 -4.5805  0.39
C23 1.0994 4.1495 -3.1217  0.14
H21 0.3760 3.3737 -3.3514  0.23
C24 3.6540 1.7849 -0.6053  0.41
C25 4.2821 2.0241 0.6232  0.06
H22 3.7574 2.6094 1.3792  0.34
C26 5.5565 1.5280 0.8949  -0.76
H23 6.0378 1.7453 1.8555  0.38
C27 6.2250 0.7621 -0.0667  -0.50
H24 7.2307 0.3922 0.1380  0.39
C28 5.5832 0.4579 -1.2690  -0.66
H25 6.0965 -0.1746 -1.9947  0.39
C29 4.3090 0.9673 -1.5414  -0.04
H26 3.7868 0.7214 -2.4729  0.37
H27 0.6132 -2.0425 -2.0336  -0.45
Cl1 0.3394 0.4007 -3.1495  -0.44
C30 -3.8136 -0.5989 -1.8016  -1.60
P1 -2.8545 -1.7669 -0.8392  1.70
C31 -2.0725 -2.8634 -2.0559  -1.40
C32 -4.1010 -2.9028 -0.0700  -0.21
C33 -5.2896 -3.2473 -0.7166  -0.92
C34 -6.1790 -4.1510 -0.1032  -0.74
C35 -5.8799 -4.7001 1.1486  -0.76
C36 -4.6854 -4.3543 1.7998  -0.98
C37 -3.7933 -3.4572 1.1988  0.36
P2 -2.2761 -2.8729 2.0364  2.09
C38 -2.1297 -3.7258 3.5965  -1.51
C39 -0.6739 -2.9467 1.2454  -1.81
H28 -3.1483 0.1040 -2.3106  0.27
H29 -4.5046 -0.0496 -1.1562  0.35
H30 -4.3797 -1.1594 -2.5524  0.61
H31 -1.9545 -3.8762 -1.6499  0.38
H32 -2.7124 -2.8812 -2.9471  0.47
H33 -1.0897 -2.4768 -2.3507  0.09
H34 -5.5462 -2.8195 -1.6912  0.34
H35 -7.1219 -4.4092 -0.5984  0.39
H36 -6.5666 -5.4130 1.6219  0.38
H37 -4.4489 -4.7855 2.7743  0.32
H38 -1.0858 -3.6521 3.9354  0.40
H39 -2.3930 -4.7760 3.4035  0.54
H40 -2.8159 -3.2708 4.3230  0.38
H41 -0.6535 -3.7907 0.5405  0.47
H42 -0.2571 -2.0556 0.6773  0.46
H43 0.0464 -3.1250 2.0625  0.56